(1)
12
Properties=species:S:1:pos:R:3:forces:R:3 method="wB97M-V/def2-TZVPD" smiles="ON1C=CS[NH+]=C1" de_lowest_kcal_mol=75.4 e_tot_ha=-699.85509 homo_lumo_gap_ev=8.4 total_charge=+1 largest_force_ev_per_a=4.914
H 1.52209 -2.24255 0.45356 0.1 0.3 -0.3
N -0.68110 0.07318 0.00956 4.7 1.5 -0.5
C 1.43379 1.40066 0.05677 -1.4 -1.1 0.3
H -0.69920 2.09846 0.21350 0.2 1.4 0.0
S 2.45788 0.00881 0.01714 -0.3 -1.7 -0.1
H -0.51162 -2.10028 -0.04128 -1.2 1.0 0.0
H 2.13870 2.17609 0.13228 0.1 1.7 0.1
O -1.97967 0.36881 0.17117 -0.9 -1.2 -0.4
N 1.23834 -1.31958 0.13449 0.4 2.3 -0.5
H -2.24472 -0.29042 0.81396 -1.0 -0.1 0.5
C 0.10726 1.42946 0.06982 -0.1 -3.1 0.0
C -0.06243 -1.09564 -0.03848 -0.6 -0.9 1.1

---

(2)
11
Properties=species:S:1:pos:R:3:forces:R:3 method="wB97M-V/def2-TZVPD" de_lowest_kcal_mol=74.7 e_tot_ha=-568.03736 homo_lumo_gap_ev="7.5 / 7.5" largest_force_ev_per_a=3.984
N 1.89958 -0.03585 -0.69428 1.1 0.8 1.6
N 0.67571 -0.36286 1.07263 -2.2 -0.1 3.2
P -2.91176 -0.14781 -0.16120 3.0 -0.1 0.4
H 2.72870 0.01668 1.34332 0.3 -0.1 -0.1
C 0.60012 -0.14517 -1.12111 0.6 -0.2 1.8
H -2.54974 0.30253 -1.45129 -0.2 0.1 0.0
H 0.34123 0.09630 -2.12599 -0.2 -0.4 -0.4
C 1.90153 -0.08726 0.67267 0.1 -0.4 -4.0
C -0.17334 -0.42293 -0.02377 -2.7 0.8 0.1
H -2.97313 1.19168 0.36829 0.3 -0.4 -0.2
H 0.46112 -0.40534 2.12074 -0.1 -0.1 -2.5

---

(3)
11
Properties=species:S:1:pos:R:3:forces:R:3 method="wB97M-V/def2-TZVPD" smiles=Nc1ccn[nH]1 de_lowest_kcal_mol=44.6 e_tot_ha=-281.51893 homo_lumo_gap_ev=9.5 largest_force_ev_per_a=2.079
C -1.20687 -1.17708 0.48254 -0.2 0.1 -0.3
N 0.04873 -0.55100 -1.11000 0.6 -0.2 -0.2
H -0.89558 0.92618 1.13615 -0.3 -0.1 2.1
H 1.74684 1.24203 0.94399 -0.1 0.1 -0.3
N 1.46033 1.12009 -0.02043 0.1 0.1 -0.1
N -0.90452 -1.46218 -0.76675 0.1 0.0 0.1
H 0.32539 -0.44511 -2.07072 0.3 -0.4 0.0
C -0.46521 -0.05294 0.97416 -0.2 0.0 -0.7
H -1.89415 -1.84079 1.00486 0.0 0.4 -0.2
C 0.38931 0.23325 -0.07535 -0.1 0.0 -0.3
H 1.39572 2.00755 -0.49845 -0.1 -0.1 -0.2